# 1
The following is a DFT calculation (the ωB97M-V functional and the def2-TZVPD basis) of 7 unconnected molecules or ions with the total composition C26H58O12P2S6 at a distorted geometry.

XYZ file:
```
104
Properties=species:S:1:pos:R:3:forces:R:3
C -3.727 -2.557 -3.230 1.0723 0.3269 0.9478
P -4.882 -1.169 -3.913 2.5076 -0.1582 -1.5597
C -3.982 0.464 -3.411 1.4181 -0.2366 -0.1494
P -6.891 -1.287 -3.070 -1.0263 0.3721 1.6805
H -2.731 -2.482 -3.885 -2.3016 -0.4798 1.3258
H -3.397 -2.289 -2.129 -0.6856 -0.7119 -2.0124
H -4.207 -3.629 -3.255 0.9960 2.1802 -0.1323
H -3.042 0.191 -2.728 -2.3356 0.7472 -1.3089
H -4.694 1.229 -2.884 1.3997 -1.3619 -1.0041
H -3.507 0.884 -4.418 -1.3250 -0.5681 2.2464
H -6.492 -0.385 -2.014 -0.2775 0.1933 -0.0380
H -7.526 -0.705 -4.232 0.5096 -0.2511 0.7044
H -6.768 -2.724 -3.040 0.0818 -0.0021 -0.3093
H -8.171 -1.432 -2.367 -0.0610 -0.0025 -0.3809
C -2.485 2.626 2.129 0.1159 0.2530 0.1177
C -3.885 3.116 1.760 -0.1272 0.1489 0.2457
C -4.213 2.563 0.374 -0.4765 0.5744 -0.0933
S -3.286 1.045 0.208 -0.0964 -0.3217 0.2580
O -2.298 1.220 -0.836 -0.1899 -0.2156 0.2513
O -4.202 -0.078 0.229 0.4030 0.2021 -0.4265
C -2.463 1.144 1.786 0.2908 0.0471 0.4415
H -2.261 2.797 3.186 0.0695 -0.0762 -0.2424
H -1.737 3.161 1.532 -0.0344 -0.1014 0.1342
H -4.609 2.734 2.490 0.0940 0.0415 -0.1032
H -3.948 4.208 1.775 -0.0229 -0.1735 -0.0179
H -5.280 2.351 0.268 0.2301 -0.1003 -0.1664
H -3.889 3.246 -0.416 0.0079 -0.2180 0.0428
H -1.454 0.736 1.707 -0.1949 -0.0419 -0.0788
H -3.049 0.564 2.506 0.0646 0.0137 -0.1650
C -8.886 -4.028 -6.655 -0.0781 -0.2227 0.1286
C -9.860 -3.649 -7.770 -0.0145 -0.2668 -0.2697
C -10.419 -2.266 -7.441 -0.5920 -0.2086 -0.3867
S -9.162 -1.435 -6.480 0.3553 0.3172 -0.2937
O -9.673 -1.218 -5.143 0.0843 0.1953 -0.3631
O -8.584 -0.368 -7.272 -0.3544 -0.1712 0.5964
C -8.017 -2.800 -6.432 0.3269 -0.4586 0.0378
H -8.286 -4.903 -6.921 -0.0758 0.1318 0.0696
H -9.445 -4.264 -5.741 0.1107 0.0223 -0.0829
H -9.323 -3.612 -8.726 -0.0671 -0.0017 0.1430
H -10.663 -4.385 -7.873 0.1133 0.1380 -0.0122
H -10.624 -1.689 -8.346 0.0428 0.0797 0.2886
H -11.323 -2.334 -6.829 0.1916 0.1159 -0.0074
H -7.492 -2.813 -5.475 -0.0374 0.1633 -0.1790
H -7.304 -2.667 -7.251 -0.0814 0.0968 0.1592
C 3.808 2.230 2.860 0.1811 -0.1253 -0.0402
C 3.028 1.957 1.575 0.2145 0.3828 -0.3654
C 1.860 1.040 1.933 0.0333 -0.1853 -0.6238
S 1.463 1.380 3.642 0.3721 0.0810 -0.1304
O 1.753 0.198 4.426 -0.4467 0.2787 0.0108
O 0.186 2.061 3.708 -0.1137 -0.3581 0.3562
C 2.762 2.570 3.912 0.3559 0.4047 0.1636
H 4.528 3.043 2.733 -0.1158 -0.1146 0.0511
H 4.360 1.330 3.156 -0.0434 0.1130 -0.0201
H 2.645 2.902 1.173 -0.0104 -0.0696 0.1403
H 3.662 1.506 0.805 -0.3503 0.2205 0.3656
H 0.985 1.241 1.310 0.0269 -0.1128 0.2061
H 2.139 -0.014 1.854 -0.0501 0.1357 0.1110
H 3.138 2.487 4.933 -0.2197 -0.0534 -0.0332
H 2.344 3.566 3.744 -0.0349 -0.1159 0.0914
C 5.062 -2.992 -1.500 -0.0502 -0.2346 0.0733
C 4.088 -2.613 -2.615 0.0031 -0.2444 -0.2214
C 3.529 -1.229 -2.286 -0.6523 -0.1294 -0.3782
S 4.786 -0.399 -1.325 0.5826 -0.2431 -0.6851
O 4.275 -0.182 0.012 0.1761 -0.0125 -0.2565
O 5.364 0.668 -2.117 -0.3306 0.0442 0.6017
C 5.931 -1.763 -1.277 0.0307 -0.0382 0.2018
H 5.662 -3.866 -1.766 -0.0686 0.1936 0.1217
H 4.503 -3.228 -0.587 0.1239 0.0173 -0.0739
H 4.625 -2.576 -3.571 -0.0702 0.0016 0.1363
H 3.285 -3.349 -2.719 0.1059 0.1480 -0.0160
H 3.324 -0.652 -3.191 0.0197 0.0895 0.2910
H 2.625 -1.298 -1.675 0.1629 0.1075 -0.0256
H 6.456 -1.777 -0.320 -0.3252 0.3214 -0.3377
H 6.644 -1.631 -2.096 -0.1098 0.0789 0.1390
C 10.732 -2.143 0.622 0.0125 0.2668 0.1209
C 10.802 -3.215 1.709 0.3380 0.0189 0.1834
C 9.535 -4.061 1.600 0.0743 -0.1171 0.6969
S 9.026 -3.982 -0.111 0.4502 -0.6063 -0.2301
O 7.758 -3.287 -0.182 0.5328 -0.7437 0.0418
O 9.239 -5.274 -0.732 -0.5151 0.5527 0.1362
C 10.310 -2.869 -0.647 0.3324 0.4048 -0.2061
H 11.691 -1.632 0.493 -0.1682 -0.0557 -0.0011
H 9.981 -1.391 0.892 0.1056 -0.0619 -0.0807
H 11.683 -3.846 1.542 -0.1311 0.0932 0.0182
H 10.898 -2.774 2.706 -0.0184 -0.1076 -0.1578
H 9.722 -5.102 1.875 -0.2250 0.1341 -0.1666
H 8.727 -3.653 2.213 0.0316 -0.0839 -0.1986
H 9.926 -2.198 -1.418 -0.0713 -0.2043 0.0282
H 11.131 -3.472 -1.047 -0.1923 0.0063 0.0263
C -0.394 4.091 7.935 -0.0723 -0.0652 0.2744
C -1.409 4.985 7.225 -0.3439 -0.1715 -0.0251
C -0.663 6.221 6.726 -0.6472 0.3375 0.0231
S 1.027 5.708 6.452 0.2500 -0.1031 -0.2283
O 1.878 6.404 7.394 -0.1173 -0.1013 -0.4915
O 1.296 5.692 5.028 0.2204 0.2310 0.4748
C 0.817 4.030 7.015 -0.0081 -0.5279 0.1589
H -0.798 3.094 8.133 0.0902 0.1426 -0.0287
H -0.113 4.541 8.895 0.0005 -0.0881 -0.1107
H -1.838 4.444 6.372 0.0850 0.0621 0.1181
H -2.236 5.263 7.886 0.1218 -0.0235 -0.1281
H -1.085 6.595 5.790 0.2624 0.0378 0.1324
H -0.658 7.016 7.477 0.1519 -0.1026 -0.1452
H 1.723 3.689 7.519 0.0013 0.1731 -0.1485
H 0.614 3.406 6.139 0.0221 0.1111 0.0239
```
Positions in Å, forces in eV/Å.

Computed properties:
- net charge = 0
- HOMO (eV) = -6.642
- max |F| (eV/Å) = 2.96
- SMILES = O=S1(=O)CCCC1.O=S1(=O)CCCC1.O=S1(=O)CCCC1.O=S1(=O)CCCC1.O=S1(=O)CCCC1.O=S1(=O)CCCC1.CP(C)[PH4]
- electronic energy (eV) = -136055.4502
- LUMO (eV) = 0.42

Atomic partial charges in e from the Löwdin method, atoms 1 to 8: C -0.399; P 0.555; C -0.377; P 0.403; H 0.046; H 0.035; H 0.035; H 0.030

***

# 2
The following is a DFT calculation (the ωB97M-V functional and the def2-TZVPD basis) of 8 unconnected molecules or ions with the total composition C26H59FN9O12 at a distorted geometry.

XYZ file:
```
107
Properties=species:S:1:pos:R:3:forces:R:3
N -0.450 -2.212 -0.176 0.1291 -0.5264 -0.1024
C -1.745 -2.563 -0.809 -0.2311 -0.4971 1.1178
C -2.899 -2.456 0.264 0.7742 0.5111 -0.3080
N -2.816 -3.684 1.075 -1.6637 0.8616 -0.2216
C -2.925 -3.433 2.506 0.9835 -0.6582 0.2583
O -1.708 -2.786 2.944 -1.3081 1.4789 0.0078
O -0.771 -3.789 3.213 1.0147 -1.4963 0.3520
C -3.682 -4.765 0.619 0.6305 -2.2649 0.5350
O -4.855 -4.899 1.434 0.2659 0.5160 -0.9006
F -4.133 -4.626 -0.697 0.4438 0.9079 0.7686
C -2.804 -6.111 0.650 0.0643 -1.2385 -1.2759
O -2.089 -6.308 1.640 -0.1940 0.6480 0.8152
O -2.880 -6.860 -0.362 -0.4479 0.9217 0.4263
H -0.047 -3.057 0.235 -0.2890 0.2766 -0.1439
H -0.600 -1.601 0.625 0.0167 0.0529 -0.4272
H -1.659 -3.656 -1.034 -0.3386 0.9715 -0.4022
H -1.951 -1.958 -1.720 0.2028 -0.3042 0.5903
H -2.661 -1.589 0.933 -0.1767 -0.6470 -0.5567
H -3.896 -2.233 -0.178 0.5284 -0.3992 0.2233
H -2.970 -4.395 3.065 -0.2535 0.5670 -0.6279
H -3.744 -2.736 2.796 0.6241 -0.2539 -0.1983
H 0.081 -3.330 3.314 -0.5527 0.3695 -0.2984
H -5.561 -5.169 0.817 0.2058 -0.0122 0.2314
C 0.021 0.532 -1.600 0.1491 -0.1572 -0.1109
O -0.873 0.453 -0.784 -0.2022 0.6809 -0.0091
N 0.529 1.690 -2.090 0.0590 -0.2915 0.0110
C 1.604 1.715 -3.067 -0.2096 0.3452 0.2228
C -0.019 2.946 -1.620 -0.0862 -0.2632 0.0956
H 0.504 -0.367 -2.017 -0.0013 -0.0315 0.0649
H 2.457 2.256 -2.646 0.0956 -0.0304 -0.1441
H 1.260 2.224 -3.966 0.2545 -0.1307 0.0706
H 1.915 0.704 -3.326 -0.1045 0.0038 0.0649
H 0.108 3.009 -0.537 -0.1219 0.1491 -0.0122
H -1.087 2.981 -1.849 0.0017 0.1277 0.1218
H 0.486 3.784 -2.098 0.0643 -0.1078 -0.0275
C 3.240 5.299 -0.501 -0.0209 -0.0909 0.1413
O 3.598 5.067 -1.642 0.0589 -0.0681 0.0356
N 3.520 4.534 0.575 -0.1347 0.3368 -0.1275
C 3.058 4.875 1.907 0.1616 -0.2100 -0.0567
C 4.309 3.328 0.395 -0.0375 0.0224 -0.2606
H 2.636 6.189 -0.253 -0.0162 -0.0066 0.0738
H 3.920 5.003 2.565 -0.1015 -0.0056 0.1067
H 2.428 4.069 2.288 -0.0080 0.0973 0.1259
H 2.481 5.800 1.891 0.0210 -0.0403 -0.0917
H 5.280 3.595 -0.027 0.0061 -0.1390 0.0124
H 3.796 2.663 -0.303 0.1105 -0.0579 0.0297
H 4.450 2.822 1.347 -0.0269 0.1117 -0.0085
C 0.712 3.228 -6.844 -0.0388 0.0809 -0.0757
O 1.257 2.500 -6.038 0.0712 0.1798 -0.2618
N 1.065 4.510 -7.093 -0.1986 -0.1719 -0.1193
C 0.372 5.324 -8.070 0.2448 0.0236 0.2152
C 2.176 5.086 -6.355 -0.0428 -0.2854 0.1263
H -0.140 2.886 -7.455 -0.0140 0.0524 -0.0297
H 1.079 5.647 -8.838 -0.1383 0.0838 -0.0737
H -0.049 6.202 -7.575 -0.0612 0.0438 -0.1617
H -0.433 4.762 -8.541 0.0513 -0.0349 0.0641
H 3.077 4.500 -6.542 0.0371 0.0919 0.1099
H 1.957 5.052 -5.286 0.1613 0.0487 -0.0028
H 2.340 6.117 -6.662 -0.0868 -0.0562 -0.0471
C -5.006 -0.213 5.018 0.0373 -0.0772 0.0514
O -4.651 -0.423 3.878 -0.0029 -0.0593 0.0830
N -4.694 -0.982 6.088 -0.1888 0.2748 0.0259
C -5.158 -0.664 7.422 0.1824 -0.2254 -0.2014
C -3.866 -2.163 5.894 0.0132 0.1411 -0.3181
H -5.637 0.655 5.280 -0.0189 0.0090 0.0949
H -4.297 -0.514 8.078 -0.1197 0.0254 0.1392
H -5.761 -1.493 7.801 -0.0162 0.0952 0.1580
H -5.764 0.242 7.415 0.0321 -0.0290 -0.0679
H -2.906 -1.866 5.469 -0.0075 -0.1960 -0.0597
H -4.361 -2.839 5.195 0.1551 -0.0708 0.0205
H -3.706 -2.672 6.843 -0.0743 0.0909 0.0019
C -7.935 -4.350 -1.433 0.1385 0.1497 -0.0399
O -7.365 -5.084 -0.651 -0.0660 0.0808 0.1072
N -7.611 -3.058 -1.669 -0.3127 -0.2144 -0.1131
C -8.333 -2.247 -2.624 0.2535 -0.0246 0.2309
C -6.501 -2.468 -0.935 0.0192 -0.2536 0.0678
H -8.793 -4.697 -2.035 -0.0231 0.0429 -0.0523
H -7.642 -1.899 -3.397 -0.1379 0.0898 -0.0682
H -8.765 -1.383 -2.111 -0.0578 0.0603 -0.1633
H -9.132 -2.819 -3.093 0.0488 -0.0355 0.0515
H -5.594 -3.035 -1.141 -0.0134 0.0717 0.1200
H -6.710 -2.521 0.135 0.1767 0.0457 0.0035
H -6.360 -1.429 -1.230 -0.1108 -0.0494 -0.0482
C 7.939 3.875 1.994 0.0510 0.0016 -0.0659
O 7.045 3.792 2.813 -0.0314 0.1887 -0.0128
N 8.440 5.034 1.506 0.0659 -0.2827 -0.0410
C 9.509 5.060 0.528 -0.1806 0.2212 0.1426
C 7.887 6.290 1.979 -0.1573 -0.2245 0.1427
H 8.426 2.981 1.571 0.0424 0.0295 -0.0407
H 10.363 5.602 0.941 0.0782 -0.0374 -0.1499
H 9.161 5.567 -0.374 0.1574 -0.0408 -0.0627
H 9.821 4.049 0.270 -0.0704 0.0170 0.0575
H 8.014 6.356 3.061 -0.0820 0.1143 -0.0322
H 6.819 6.322 1.752 0.0215 0.1225 0.0684
H 8.388 7.128 1.499 0.0251 -0.1032 -0.0317
C 3.595 -3.672 1.189 -0.1349 -0.1734 -0.0541
O 2.813 -2.759 1.377 0.0513 -0.2076 0.0418
N 3.260 -4.938 0.851 0.3598 0.3239 0.0701
C 4.255 -5.967 0.646 -0.3121 0.0803 0.0019
C 1.853 -5.278 0.689 -0.0851 0.3143 0.1302
H 4.686 -3.528 1.284 0.0554 -0.0584 -0.0200
H 4.176 -6.349 -0.375 0.1207 -0.1203 0.0472
H 4.082 -6.784 1.351 0.1255 -0.0864 -0.0877
H 5.259 -5.571 0.800 -0.0617 0.0506 0.0085
H 1.422 -4.650 -0.092 -0.1091 -0.1070 0.0362
H 1.328 -5.081 1.625 -0.2105 -0.1019 -0.1467
H 1.739 -6.326 0.420 0.0500 0.0519 0.0403
```
Positions in Å, forces in eV/Å.

Computed properties:
- net charge = -1
- HOMO (eV) = -3.749
- max |F| (eV/Å) = 2.41
- electronic energy (eV) = -68615.2206
- LUMO (eV) = 1.67
- energy above the lowest of the compared OMol25 structures with the same formula, charge and spin (kcal per mole) = 21.7

Atomic partial charges in e from the Löwdin method, atoms 1 to 8: N -0.003; C -0.222; C -0.144; N -0.038; C -0.180; O -0.173; O -0.048; C -0.430

***

| no. | frontier orbital gap (eV) |
| --- | --- |
| 1 | 7.066 |
| 2 | 5.415 |